Molecular formula: C12H35BO8PS2
Method: DFT, ωB97M-V/def2-TZVPD

Each line ends with the Löwdin charge.
Atoms and positions in Å:
C (0.9057, 2.4329, -1.6940)  -0.087
C (0.3932, 2.8338, -3.0830)  -0.300
O (-0.9946, 2.6795, -3.2566)  -0.179
C (-1.7673, 3.8575, -2.9617)  -0.309
C (-1.7953, 4.3245, -1.5297)  -0.384
P (-3.2473, 5.6002, -1.1613)  0.314
B (-4.6532, 4.2217, -0.9483)  -0.629
O (-4.9731, 3.8053, 0.3354)  0.027
C (-5.4928, 3.5500, -2.1128)  -0.211
C (-5.1871, 2.0405, -2.1278)  -0.134
H (1.8768, 1.9452, -1.7731)  0.046
H (0.1965, 1.7368, -1.2464)  0.074
H (0.9718, 3.2966, -1.0335)  0.059
H (0.8668, 2.1843, -3.8269)  0.103
H (0.7039, 3.8595, -3.3239)  0.111
H (-2.7799, 3.6042, -3.2892)  0.091
H (-1.4328, 4.6813, -3.6071)  0.110
H (-0.8669, 4.8594, -1.2843)  0.052
H (-1.8743, 3.4789, -0.8330)  0.067
H (-2.9127, 5.4827, 0.3135)  -0.051
H (-2.2916, 6.7361, -1.2565)  -0.073
H (-3.5302, 5.7464, -2.6284)  -0.046
H (-4.3478, 6.5934, -0.8319)  -0.064
H (-4.1665, 3.7234, 0.8639)  0.068
H (-6.5750, 3.6905, -2.0055)  0.087
H (-5.1939, 3.9870, -3.0699)  0.069
H (-5.6095, 1.5609, -3.0145)  0.059
H (-4.1092, 1.8563, -2.1397)  0.063
H (-5.5949, 1.5609, -1.2367)  0.063
O (2.8213, -0.3012, -0.7170)  -0.272
S (3.4407, -0.8044, 0.4696)  0.569
O (4.3861, 0.0102, 1.1706)  -0.277
O (4.1127, -2.2101, 0.1317)  -0.264
C (4.9767, -2.2543, -1.0266)  -0.255
C (6.3453, -1.6660, -0.7574)  -0.076
C (2.2206, -1.3886, 1.5839)  -0.121
H (4.4788, -1.7547, -1.8584)  0.113
H (5.0464, -3.3136, -1.2671)  0.119
H (6.2891, -0.5922, -0.5880)  0.072
H (6.9933, -1.8495, -1.6156)  0.078
H (6.7902, -2.1226, 0.1269)  0.082
H (1.5356, -2.0343, 1.0417)  0.078
H (1.7044, -0.5070, 1.9590)  0.082
H (2.7014, -1.9275, 2.3947)  0.054
O (2.1153, -4.1268, 3.4242)  -0.278
S (1.7249, -5.4712, 3.1213)  0.561
O (1.3544, -5.8048, 1.7823)  -0.268
O (0.5734, -5.9005, 4.1210)  -0.265
C (-0.5666, -5.0052, 4.2404)  -0.241
C (-1.5286, -5.1286, 3.0803)  -0.070
C (2.9516, -6.5951, 3.6858)  -0.121
H (-0.2003, -3.9854, 4.3586)  0.113
H (-1.0363, -5.3016, 5.1756)  0.121
H (-1.0872, -4.7654, 2.1540)  0.074
H (-2.4222, -4.5406, 3.2904)  0.084
H (-1.8165, -6.1690, 2.9306)  0.085
H (3.2040, -6.3507, 4.7135)  0.075
H (3.8129, -6.4639, 3.0345)  0.078
H (2.5599, -7.6050, 3.6021)  0.075

Cartesian forces, eV/Å:
-0.2 0.2 -0.1
0.2 -0.2 0.0
0.0 0.1 0.0
-0.3 0.1 0.1
0.4 0.3 0.0
0.4 -0.2 -0.2
0.1 0.1 0.2
0.1 -0.8 -0.2
-0.1 0.1 -0.1
0.0 0.1 0.0
0.0 0.0 0.1
0.1 -0.1 0.0
0.0 0.0 0.1
-0.1 0.0 0.0
-0.1 0.0 0.0
0.0 -0.1 0.0
0.1 -0.1 0.0
0.0 0.0 0.1
-0.2 0.0 -0.1
0.0 -0.1 0.1
-0.1 -0.1 0.0
-0.1 0.0 0.1
-0.1 0.0 -0.1
-0.1 0.8 0.1
0.0 0.0 0.0
-0.1 0.1 0.0
0.0 -0.1 0.0
0.0 0.0 0.0
0.0 0.0 0.0
0.1 0.1 -0.1
-0.1 -0.1 0.0
0.0 0.0 0.0
0.1 0.0 0.0
0.1 -0.1 -0.2
0.0 0.1 0.1
0.0 0.0 0.1
0.0 0.0 0.0
0.0 0.0 0.1
0.0 0.0 0.0
0.0 0.0 0.0
0.0 0.0 0.0
0.0 0.0 0.0
0.0 0.0 0.0
0.0 0.0 0.0
0.0 0.1 0.0
-0.1 0.0 0.1
0.0 0.0 -0.1
0.0 0.0 0.0
-0.2 0.2 0.1
0.1 -0.1 -0.1
0.0 0.0 0.0
0.1 0.0 0.0
0.1 -0.1 0.0
0.0 0.0 0.0
0.0 0.0 0.0
0.0 0.0 0.0
0.0 0.0 0.0
0.0 0.0 0.0
0.0 0.0 0.0

Properties
Kohn-Sham gap = 3.9570 eV
HOMO = -2.49 eV
ΔE to the lowest compared entry with this formula, charge and spin = 0.00 kcal/mol
total charge = -1
electronic energy = -2242.59969 Eh